(1)
Below is C20H14Br3MnNO8S as an isolated structure, with properties calculated with wB97M-V/def2-TZVPD.

Geometry as XYZ:
```
48
Properties=species:S:1:pos:R:3
Mn -0.332 -0.977 -0.979
Br -4.024 1.664 -3.156
C -3.097 2.074 -1.552
C -3.416 3.242 -0.862
C -2.798 3.523 0.334
Br -3.360 5.082 1.291
C -1.786 2.700 0.869
C -1.109 2.892 2.085
C -0.106 2.008 2.426
C 0.234 0.969 1.570
N -0.405 0.734 0.436
C -1.425 1.561 0.102
C -2.137 1.171 -1.086
O -1.878 0.038 -1.617
H -4.161 3.913 -1.265
H -1.361 3.718 2.734
H 0.440 2.134 3.352
H 1.046 0.288 1.794
O -0.600 -4.135 -3.622
C -0.499 -3.055 -3.049
O -0.950 -2.714 -1.906
C 0.314 -1.835 -3.775
O 0.579 -1.937 -4.972
O 0.576 -0.879 -2.974
C -2.509 -2.509 3.908
S -1.793 -2.697 2.219
C -2.902 -1.456 1.477
O -0.462 -2.082 2.293
H -2.499 -1.453 4.177
H -1.883 -3.078 4.593
H -3.525 -2.907 3.908
H -3.934 -1.801 1.546
H -2.612 -1.349 0.429
H -2.765 -0.507 1.996
Br 6.311 2.405 -2.269
C 5.094 1.099 -1.586
C 5.604 -0.022 -0.954
C 4.713 -0.954 -0.449
C 3.336 -0.782 -0.571
C 2.858 0.355 -1.212
C 3.734 1.303 -1.722
C 2.436 -1.882 -0.008
O 2.981 -2.778 0.634
O 1.184 -1.766 -0.213
H 6.674 -0.160 -0.867
H 5.061 -1.844 0.058
H 1.797 0.502 -1.336
H 3.357 2.181 -2.228
```

multiplicity: 6
charge: -2
E_HOMO (spin up / spin down): -1.32 / -1.47 eV
calculated total energy: -291125.0564 eV

***

(2)
Below is C20H14Cl2O4S2 as an isolated structure, with properties calculated with wB97M-V/def2-TZVPD.

Geometry as XYZ:
```
42
Properties=species:S:1:pos:R:3
Cl -5.594 1.342 -2.646
C -3.959 0.815 -2.572
C -3.662 -0.563 -2.459
C -2.332 -0.954 -2.215
C -1.325 -0.004 -2.030
C 0.001 -0.419 -1.437
C 1.327 -0.011 -2.033
C 2.330 -0.965 -2.225
C 3.661 -0.580 -2.465
C 3.966 0.797 -2.571
Cl 5.604 1.315 -2.643
C 2.936 1.738 -2.533
C 1.623 1.320 -2.275
C -1.612 1.327 -2.281
C -2.924 1.751 -2.538
H -4.467 -1.284 -2.500
H -2.109 -2.014 -2.136
H 0.000 -1.504 -1.314
H 2.100 -2.024 -2.152
H 4.463 -1.305 -2.509
H 3.161 2.800 -2.639
H 0.853 2.069 -2.269
H -0.838 2.069 -2.287
H -3.143 2.813 -2.647
C 0.688 -0.475 5.499
C 1.399 -0.496 4.294
C 0.683 -0.548 3.101
C -0.689 -0.547 3.099
C -1.408 -0.493 4.290
C -0.701 -0.473 5.496
S -1.401 -0.582 1.464
O -2.169 -1.803 1.329
O -2.008 0.727 1.246
C -0.001 -0.688 0.508
S 1.398 -0.583 1.466
O 2.009 0.723 1.248
O 2.164 -1.807 1.334
H 1.236 -0.463 6.439
H 2.481 -0.489 4.276
H -2.489 -0.483 4.269
H -1.252 -0.460 6.436
H -0.001 0.414 -0.419
```

E_HOMO: -8.85 eV
calculated total energy: -75866.2625 eV

***

(3)
Below is C20H14F6IrNO7PS3Te as an isolated structure, with properties calculated with wB97M-V/def2-TZVPD.

Geometry as XYZ:
```
54
Properties=species:S:1:pos:R:3
Ir -0.781 -1.049 -1.672
O -2.106 -3.055 -0.851
S -3.130 -2.156 -0.311
O -4.497 -2.534 -0.380
O -2.812 -0.728 -0.818
C -2.769 -2.098 1.478
C -3.694 -2.579 2.371
C -3.359 -2.629 3.741
C -2.145 -2.165 4.165
C -1.221 -1.690 3.216
C -1.502 -1.703 1.843
P -0.235 -1.054 0.600
C -0.017 0.669 1.108
C -0.872 1.279 2.049
C -0.816 2.635 2.219
C 0.162 3.352 1.556
C 1.050 2.765 0.658
C 0.933 1.415 0.468
C 1.153 -2.013 1.187
C 2.269 -1.461 1.830
C 3.275 -2.355 2.259
C 3.236 -3.692 2.061
C 2.110 -4.213 1.489
C 1.118 -3.381 1.006
H -4.726 -2.849 2.051
H -3.889 -3.275 4.439
H -1.928 -2.388 5.193
H -0.208 -1.330 3.500
H -1.587 0.770 2.635
H -1.444 3.100 2.944
H 0.301 4.411 1.646
H 1.801 3.355 0.198
H 1.557 0.985 -0.357
H 2.384 -0.408 1.929
H 4.099 -1.905 2.826
H 4.052 -4.325 2.353
H 2.049 -5.279 1.257
H 0.212 -3.712 0.420
Te 1.094 -1.748 -3.116
F 2.133 3.480 -5.904
C 2.509 3.892 -4.647
F 1.722 4.919 -4.377
F 3.763 4.375 -4.747
S 2.396 2.439 -3.523
O 2.638 2.845 -2.174
O 3.333 1.535 -4.144
N 0.932 1.934 -3.633
S -0.318 2.533 -2.946
O -0.284 3.950 -2.660
O -0.887 1.622 -1.991
C -1.500 2.410 -4.355
F -1.240 3.198 -5.403
F -2.753 2.732 -3.873
F -1.563 1.174 -4.814
```

multiplicity: 5
charge: -1
energy relative to the best compared isomer or geometry (same formula, charge and spin): 0.0 kcal per mole
E_HOMO (spin up / spin down): -4.33 / -6.30 eV
calculated total energy: -105021.0932 eV

***

(4)
Below is C20H15Br2CaN4O2S2 as an isolated structure, with properties calculated with wB97M-V/def2-TZVPD.

Geometry as XYZ:
```
46
Properties=species:S:1:pos:R:3
Ca 0.221 0.906 -0.991
O 3.820 -1.881 -0.852
C 3.108 -3.028 -0.944
C 3.851 -4.205 -0.906
C 3.220 -5.427 -0.985
C 1.831 -5.504 -1.106
C 1.097 -4.341 -1.141
C 1.710 -3.084 -1.059
C 0.887 -1.851 -1.078
O 1.518 -0.684 -1.093
N -0.411 -2.000 -1.047
N -1.182 -0.800 -1.055
C -2.439 -1.041 -1.011
S -3.106 -2.640 -0.881
C -4.813 -2.093 -1.154
C -4.987 -0.714 -0.548
S -3.581 0.280 -1.109
H 3.188 -1.143 -0.926
H 4.927 -4.127 -0.814
H 3.812 -6.333 -0.956
H 1.338 -6.465 -1.175
H 0.020 -4.377 -1.237
H -5.472 -2.817 -0.676
H -5.017 -2.081 -2.223
H -4.989 -0.748 0.540
H -5.894 -0.222 -0.897
Br 0.428 2.335 5.747
C 0.383 1.931 3.927
C 0.356 0.616 3.510
C 0.322 0.382 2.151
N 0.311 1.369 1.245
C 0.345 2.647 1.661
C 0.378 2.964 3.003
C 0.350 3.704 0.584
C 0.373 5.049 0.896
C 0.389 5.975 -0.132
Br 0.420 7.793 0.270
C 0.383 5.555 -1.447
C 0.358 4.197 -1.674
N 0.341 3.277 -0.698
H 0.366 -0.203 4.214
H 0.303 -0.631 1.766
H 0.406 3.985 3.349
H 0.380 5.392 1.918
H 0.398 6.256 -2.269
H 0.354 3.828 -2.693
```

charge: +1
energy relative to the best compared isomer or geometry (same formula, charge and spin): 0.0 kcal per mole
E_HOMO: -10.14 eV
calculated total energy: -211230.6309 eV